Molecular formula: C36H47N7O3S3W
Method: DFT, the ωB97M-V functional and the def2-TZVPD basis

**Net charge**: +2
**Energy above the lowest of the compared OMol25 structures with the same formula, charge and spin**: 0.00 kJ/mol
**HOMO energy (alpha / beta)**: -12.84 / -12.93 eV
**HOMO-LUMO gap (alpha / beta)**: 7.0 / 6.8 eV

Positions of all 97 atoms, in Å:
W  1.177  -0.803  1.040
C  -2.047  -0.354  4.078
C  -0.760  -0.366  3.333
N  -0.690  -0.821  2.101
O  -1.844  -1.435  1.612
C  0.485  0.036  3.872
C  0.765  0.668  5.191
N  1.500  -0.227  3.042
O  2.669  0.105  3.356
H  -2.469  -1.360  4.077
H  -2.772  0.302  3.591
H  -1.912  -0.019  5.101
H  -2.410  -0.731  1.262
H  -0.147  0.892  5.737
H  1.326  1.593  5.050
H  1.393  0.018  5.803
O  2.904  -1.776  1.475
N  4.129  -1.433  1.054
C  5.178  -1.989  1.691
C  6.445  -1.709  1.259
C  6.621  -0.857  0.166
C  5.526  -0.300  -0.456
C  4.249  -0.595  0.014
S  2.759  0.047  -0.579
H  4.921  -2.627  2.522
H  7.287  -2.149  1.773
H  7.617  -0.628  -0.187
H  5.628  0.372  -1.296
C  0.594  6.450  1.243
C  -0.210  5.530  0.325
C  0.108  5.882  -1.137
C  -1.708  5.741  0.595
C  0.120  4.065  0.561
C  1.033  3.628  1.513
C  1.282  2.279  1.671
N  0.665  1.340  0.942
C  -0.214  1.739  0.000
C  -0.497  3.073  -0.204
C  -0.822  0.652  -0.792
C  -1.862  0.871  -1.668
C  -2.435  -0.176  -2.397
C  -1.898  -1.434  -2.172
C  -0.873  -1.599  -1.260
N  -0.317  -0.593  -0.579
C  -3.589  0.093  -3.348
C  -4.046  -1.180  -4.059
C  -3.141  1.120  -4.400
C  -4.764  0.663  -2.538
H  0.326  7.486  1.036
H  1.668  6.352  1.078
H  0.380  6.263  2.297
H  -0.119  6.933  -1.313
H  -0.485  5.296  -1.841
H  1.164  5.722  -1.361
H  -1.963  6.788  0.431
H  -1.963  5.488  1.626
H  -2.332  5.142  -0.071
H  1.571  4.324  2.138
H  2.022  1.935  2.383
H  -1.193  3.359  -0.977
H  -2.250  1.872  -1.783
H  -2.264  -2.310  -2.685
H  -0.503  -2.589  -1.068
H  -3.246  -1.619  -4.658
H  -4.866  -0.939  -4.735
H  -4.411  -1.931  -3.356
H  -2.308  0.740  -4.995
H  -2.838  2.066  -3.950
H  -3.969  1.328  -5.077
H  -5.098  -0.045  -1.776
H  -5.604  0.859  -3.205
H  -4.507  1.603  -2.047
N  1.857  -3.370  -0.997
C  1.115  -3.764  0.052
N  0.775  -2.990  1.071
C  0.221  -3.781  2.107
C  0.023  -3.406  3.430
C  -0.529  -4.321  4.310
C  -0.870  -5.608  3.898
C  -0.605  -6.018  2.605
C  -0.043  -5.098  1.735
S  0.561  -5.400  0.127
H  2.066  -2.389  -1.132
H  1.887  -3.940  -1.828
H  0.351  -2.442  3.781
H  -0.675  -4.039  5.344
H  -1.304  -6.303  4.603
H  -0.805  -7.034  2.291
C  -0.035  -3.015  -5.528
S  0.942  -2.367  -4.161
C  0.898  -0.609  -4.544
H  -1.043  -2.600  -5.517
H  -0.095  -4.094  -5.408
H  0.444  -2.792  -6.479
H  1.307  -0.422  -5.535
H  1.516  -0.095  -3.808
H  -0.120  -0.222  -4.487

Cartesian forces (eV/Å) of the 2 atoms listed first:
0.1711 0.0511 -0.0257
0.0002 0.0056 0.0295



Molecular formula: C36H48BrCsN8O2SSi2
Method: DFT, the ωB97M-V functional and the def2-TZVPD basis

**Net charge**: -2
**HOMO energy (alpha / beta)**: 1.50 / 0.38 eV
**HOMO-LUMO gap (alpha / beta)**: 1.5 / 2.6 eV

Positions of all 99 atoms, in Å:
Cs  0.530  1.521  0.794
C  -3.991  1.713  2.212
Si  -4.042  0.087  1.279
C  -3.296  -1.229  2.388
C  -5.766  -0.326  0.613
C  -7.031  -0.540  1.165
C  -8.107  -0.824  0.336
C  -7.932  -0.896  -1.043
C  -6.680  -0.687  -1.604
C  -5.588  -0.400  -0.783
Si  -3.738  -0.088  -1.041
C  -2.830  -1.592  -1.709
C  -3.328  1.361  -2.155
H  -4.633  1.659  3.097
H  -4.336  2.543  1.592
H  -2.973  1.933  2.548
H  -3.979  -1.485  3.204
H  -2.364  -0.864  2.829
H  -3.073  -2.145  1.834
H  -7.183  -0.484  2.238
H  -9.091  -0.991  0.759
H  -8.782  -1.120  -1.677
H  -6.560  -0.748  -2.681
H  -3.465  -2.149  -2.403
H  -2.532  -2.279  -0.913
H  -1.924  -1.290  -2.240
H  -3.845  1.258  -3.114
H  -2.254  1.389  -2.355
H  -3.617  2.320  -1.717
C  3.926  2.526  3.253
C  3.778  1.235  4.054
N  2.772  0.293  3.534
C  3.020  -1.027  3.339
S  1.920  -2.203  3.748
N  4.233  -1.342  2.780
C  4.660  -0.690  1.526
C  6.154  -0.854  1.315
H  4.573  3.221  3.792
H  2.964  3.012  3.097
H  4.368  2.351  2.273
H  3.495  1.486  5.078
H  4.727  0.706  4.096
H  1.828  0.458  3.859
H  4.310  -2.348  2.730
H  4.403  0.359  1.584
H  4.108  -1.113  0.684
H  6.705  -0.451  2.167
H  6.470  -0.334  0.410
H  6.416  -1.909  1.206
C  0.505  5.632  -3.426
C  1.536  4.516  -3.631
C  1.268  3.378  -2.755
N  1.036  2.500  -2.057
H  0.764  6.488  -4.050
H  0.487  5.953  -2.384
H  -0.495  5.290  -3.697
H  2.545  4.880  -3.411
H  1.535  4.164  -4.663
Br  0.256  7.450  7.640
C  0.375  6.176  6.230
C  0.942  6.552  5.027
C  0.994  5.623  3.995
C  0.488  4.344  4.166
C  -0.062  3.989  5.387
C  -0.128  4.905  6.431
C  0.527  3.346  3.022
O  0.118  2.177  3.254
O  0.975  3.737  1.920
H  1.335  7.551  4.900
H  1.425  5.878  3.034
H  -0.440  2.981  5.506
H  -0.557  4.635  7.386
C  1.102  -0.658  -3.510
C  1.664  -1.646  -2.546
N  1.645  -1.537  -1.234
C  2.251  -2.684  -0.759
C  2.643  -3.477  -1.793
N  2.272  -2.804  -2.931
C  2.478  -3.295  -4.299
N  2.205  -4.672  -4.424
N  3.255  -5.581  -4.690
N  2.679  -6.787  -4.691
C  1.362  -6.678  -4.430
C  0.339  -7.657  -4.323
C  -0.959  -7.212  -4.030
C  -1.269  -5.872  -3.843
C  -0.257  -4.872  -3.945
C  1.021  -5.314  -4.240
H  0.700  0.182  -2.950
H  0.305  -1.099  -4.115
H  1.866  -0.275  -4.190
H  2.336  -2.877  0.301
H  3.118  -4.444  -1.842
H  3.518  -3.158  -4.588
H  1.841  -2.697  -4.954
H  0.562  -8.708  -4.453
H  -1.756  -7.945  -3.937
H  -2.287  -5.581  -3.610
H  -0.481  -3.825  -3.775

Cartesian forces (eV/Å) of the 2 atoms listed first:
-0.0347 -2.1981 -2.2906
0.0615 0.1138 -0.0891



Number 1: energy -3270.21599 Ha. Number 2: energy -5560.48904 Ha.